# 1
24
Properties=species:S:1:pos:R:3:forces:R:3 method="wB97M-V/def2-TZVPD" multiplicity=1 fmax_ev_per_a=2.866 homo_energy_ev=-4.62 total_charge=-1
C 5.3292 0.4137 0.3116 -0.790 0.180 -0.149
C 4.4557 -0.7464 -0.0696 -0.185 1.725 -0.740
C 3.1487 -0.5897 -0.2347 -0.031 0.207 0.123
S 2.0023 -1.6758 -0.9460 -0.730 0.202 0.131
P 0.4503 -0.4322 0.0634 -0.361 -0.209 -2.835
O 0.2657 0.8898 -0.6252 -0.031 -1.359 0.108
O 0.7483 -0.4722 1.4792 0.373 -0.162 2.351
S -1.1176 -1.9206 -0.3732 0.650 0.433 -0.332
C -2.4017 -0.7342 -0.2572 0.311 0.213 -0.327
C -3.3415 -0.5763 -1.2554 -2.166 -0.236 -1.759
C -4.4609 0.2942 -1.0331 0.692 0.080 0.054
C -4.5085 1.0064 0.1596 -0.416 0.906 1.647
C -3.5074 0.9120 1.1365 2.009 -0.125 -0.098
C -2.3817 0.1051 0.8491 -1.517 0.625 1.259
H 5.8309 0.9033 -0.5465 -0.429 -0.224 0.156
H 4.6083 1.1144 0.7710 1.023 0.140 0.221
H 6.1351 0.0552 0.9364 0.117 0.316 0.705
H 4.9797 -1.5315 -0.5139 0.466 -1.748 -0.413
H 2.5984 0.3138 0.0499 1.053 0.111 0.221
H -3.2978 -1.1687 -2.2573 0.096 1.046 2.090
H -5.2704 0.5090 -1.7579 0.791 -0.544 0.244
H -5.2897 1.7264 0.4882 0.082 -0.710 -1.028
H -3.4492 1.5261 2.0923 -0.506 -0.751 -1.497
H -1.5263 0.0784 1.5328 -0.499 -0.115 -0.134



# 2
95
Properties=species:S:1:pos:R:3:forces:R:3 method="wB97M-V/def2-TZVPD" multiplicity=5 fmax_ev_per_a=0.331 homo_energy_ev="-9.84 / -10.78" total_charge=+1 de_lowest_kj_mol=0.0
Pd 0.1265 -1.7824 0.2994 -0.143 -0.014 -0.147
C 3.8090 -2.1344 1.7908 -0.130 -0.004 -0.020
Si 3.6161 -1.6149 0.0038 0.004 -0.009 0.016
C 3.7047 -3.0715 -1.1557 0.003 -0.018 0.003
C 5.0186 -0.4610 -0.4685 -0.030 -0.007 0.006
N 2.0748 -0.7956 -0.2069 -0.062 0.138 0.194
P 1.8424 0.7520 -0.4285 0.042 -0.267 -0.138
C 0.2329 1.1674 0.1063 -0.047 0.308 0.114
P -1.4951 1.0702 -0.1356 -0.105 -0.183 0.006
N -1.8154 -0.4592 -0.2331 0.195 0.037 0.029
Si -3.2233 -1.4447 -0.4729 -0.077 -0.024 0.008
C -4.7712 -0.5214 0.0381 0.020 -0.023 -0.017
C -3.4211 -1.9353 -2.2654 0.045 -0.015 0.020
C -3.0432 -2.9705 0.6098 0.040 0.042 -0.012
C -1.8158 2.0077 -1.6378 0.005 0.007 -0.026
C -1.9685 3.3940 -1.6417 0.051 -0.017 -0.008
C -2.1206 4.0660 -2.8446 -0.003 -0.018 -0.001
C -2.1164 3.3595 -4.0407 -0.015 -0.033 0.020
C -1.9523 1.9806 -4.0404 -0.015 0.038 0.001
C -1.7991 1.3037 -2.8415 0.011 0.005 0.012
C -2.2043 2.0020 1.2341 0.022 0.020 -0.003
C -1.4531 2.2224 2.3871 -0.033 -0.001 0.008
C -2.0148 2.8902 3.4661 0.010 0.008 -0.002
C -3.3283 3.3336 3.3997 0.012 0.003 -0.006
C -4.0798 3.1202 2.2511 0.003 -0.004 -0.001
C -3.5193 2.4614 1.1688 0.011 0.001 0.002
C 2.8974 1.8605 0.5135 0.029 -0.031 0.015
C 3.7342 2.8070 -0.0680 -0.005 -0.021 0.002
C 4.5556 3.5832 0.7368 -0.004 0.000 0.006
C 4.5414 3.4143 2.1138 -0.003 0.007 -0.017
C 3.7071 2.4679 2.6964 -0.022 -0.014 -0.002
C 2.8840 1.6900 1.8998 0.024 -0.008 -0.015
C 1.8324 1.2598 -2.1543 0.008 0.036 0.008
C 1.5228 2.5712 -2.5200 -0.040 -0.012 -0.025
C 1.4466 2.9106 -3.8589 0.036 -0.004 0.007
C 1.6774 1.9448 -4.8329 0.012 -0.020 0.018
C 1.9734 0.6391 -4.4712 -0.012 0.025 -0.001
C 2.0459 0.2914 -3.1288 -0.006 -0.021 0.008
H 4.4904 -2.9814 1.8880 0.024 -0.002 0.003
H 2.8434 -2.4315 2.2094 0.094 0.015 -0.017
H 4.2022 -1.3144 2.3955 -0.002 0.030 -0.002
H 4.6888 -3.5394 -1.0745 0.020 0.005 0.001
H 3.5713 -2.7558 -2.1925 -0.002 -0.007 -0.019
H 2.9585 -3.8294 -0.9278 0.012 -0.021 -0.003
H 5.9378 -1.0419 -0.5743 0.002 -0.032 -0.001
H 5.2038 0.3072 0.2819 0.000 0.045 0.017
H 4.8374 0.0311 -1.4282 0.013 0.016 -0.016
H -4.9618 0.3315 -0.6180 -0.010 0.005 -0.004
H -4.7128 -0.1600 1.0667 -0.006 0.002 0.010
H -5.6379 -1.1828 -0.0348 -0.007 -0.015 -0.002
H -3.6496 -1.0717 -2.8927 -0.014 0.019 -0.002
H -4.2474 -2.6428 -2.3689 -0.013 -0.004 0.007
H -2.5230 -2.4174 -2.6551 -0.018 0.003 -0.011
H -3.5969 -2.8509 1.5440 0.001 0.023 0.025
H -2.0028 -3.1823 0.8777 -0.004 -0.043 -0.018
H -3.4262 -3.8622 0.1099 -0.027 -0.005 -0.002
H -1.9655 3.9468 -0.7106 -0.018 0.007 0.015
H -2.2472 5.1401 -2.8496 -0.007 0.016 0.003
H -2.2428 3.8868 -4.9771 0.004 0.009 -0.012
H -1.9408 1.4342 -4.9739 -0.004 -0.010 -0.010
H -1.6600 0.2297 -2.8289 0.001 -0.003 -0.004
H -0.4281 1.8753 2.4400 0.022 -0.017 0.006
H -1.4240 3.0730 4.3543 0.003 -0.004 0.003
H -3.7644 3.8584 4.2392 -0.006 0.001 0.010
H -5.1003 3.4742 2.1959 -0.010 0.006 -0.001
H -4.1058 2.3104 0.2716 0.000 0.003 -0.010
H 3.7632 2.9272 -1.1433 0.007 -0.007 0.011
H 5.2125 4.3147 0.2862 0.006 0.004 0.001
H 5.1863 4.0194 2.7369 0.008 0.002 0.004
H 3.7059 2.3338 3.7697 -0.004 -0.003 0.011
H 2.2464 0.9309 2.3434 0.002 -0.002 0.004
H 1.3289 3.3201 -1.7603 0.001 0.007 0.001
H 1.2050 3.9250 -4.1456 -0.001 0.013 -0.004
H 1.6218 2.2137 -5.8794 -0.005 0.004 -0.015
H 2.1450 -0.1104 -5.2320 0.004 -0.007 -0.007
H 2.2556 -0.7286 -2.8281 -0.006 0.007 -0.006
C 0.3271 -6.0995 -2.3405 -0.003 -0.003 -0.001
O 0.5913 -5.7121 -0.9795 0.002 -0.006 -0.032
C 0.4713 -4.4521 -0.6459 -0.032 0.006 0.092
S 0.8157 -4.0465 0.9693 0.059 -0.036 -0.076
S 0.0176 -3.2278 -1.7195 0.040 -0.007 -0.007
H 0.4776 -7.1734 -2.3651 0.000 0.009 0.003
H 1.0222 -5.5964 -3.0105 0.000 0.002 0.001
H -0.6975 -5.8452 -2.6061 0.000 -0.005 -0.004
C -1.2195 -2.9028 5.0788 0.012 0.003 0.006
N -1.4794 -1.6699 4.3385 -0.011 -0.011 0.005
C -2.5410 -0.7781 4.7965 -0.016 -0.010 -0.022
C -0.7129 -1.3261 3.3411 -0.044 0.046 -0.044
N -0.0374 -1.0191 2.4485 0.102 0.045 0.038
H -0.8837 -2.6744 6.0912 0.001 -0.003 0.000
H -0.4537 -3.4783 4.5650 -0.001 0.002 0.008
H -2.1333 -3.4946 5.1263 -0.002 0.001 0.000
H -2.3072 -0.3911 5.7896 -0.004 0.008 0.001
H -3.4825 -1.3260 4.8381 -0.003 -0.006 0.002
H -2.6430 0.0525 4.1014 0.003 0.001 0.004



# 3
21
Properties=species:S:1:pos:R:3:forces:R:3 method="wB97M-V/def2-TZVPD" multiplicity=1 fmax_ev_per_a=6.064 homo_energy_ev=-8.16 de_lowest_kj_mol=287.1
C -2.8023 -0.8069 -0.1973 -0.704 -1.574 1.412
C -2.2822 0.0578 -1.1202 -0.698 -0.407 -1.829
C -2.0783 -0.9214 0.9982 0.535 0.121 0.138
C -1.1071 0.7622 -0.9798 -0.349 1.272 -0.061
C -0.8832 -0.2161 1.2101 0.379 0.503 0.092
C -0.3645 0.6384 0.2165 -3.133 -0.570 -0.929
C 2.4724 -1.2355 0.1540 4.171 -1.100 -3.213
C 2.0740 -0.1267 -0.6651 -2.235 2.177 2.239
C 0.9033 1.2262 0.3588 4.859 -2.037 -1.688
O 1.6099 -1.3832 -0.9629 -1.078 -0.086 -0.628
O 1.2193 2.4476 -0.1269 -5.525 -1.279 -2.148
F 1.4182 1.0938 1.6032 0.172 0.153 0.921
H -3.7545 -1.4385 -0.3887 1.825 1.290 0.350
H -2.7924 0.0674 -2.0892 0.125 0.498 0.294
H -2.3504 -1.5845 1.8024 -0.462 -0.136 0.020
H -0.9845 1.5432 -1.7810 0.807 -1.010 1.016
H -0.3309 -0.2299 2.1825 -0.738 -0.387 -0.986
H 3.4843 -1.7969 0.0074 -1.850 1.223 0.556
H 1.9790 -1.2958 1.0173 -1.504 -0.588 3.661
H 2.5731 0.4313 -1.3975 0.963 0.605 -0.987
H 1.9968 2.7677 0.1582 4.440 1.332 1.769



# 4
21
Properties=species:S:1:pos:R:3:forces:R:3 method="wB97M-V/def2-TZVPD" multiplicity=1 fmax_ev_per_a=1.652 homo_energy_ev=-14.51 total_charge=+1 de_lowest_kj_mol=6.3
C 0.6297 -0.9847 -1.3844 0.066 -0.746 0.730
C 0.5660 -1.3241 0.1197 -0.173 0.375 -1.325
N -0.8395 -1.8631 0.4016 1.253 0.599 -0.269
C 0.8572 -0.1425 1.0453 -0.207 -0.624 1.296
C 0.6601 1.2593 0.5143 -0.640 -0.459 -0.583
C -0.8000 1.3994 0.0232 0.932 1.161 0.716
N -1.1103 2.6408 -0.3805 -0.078 0.204 -0.702
O -1.6090 0.4839 0.1104 -0.455 0.374 -0.375
H 1.6819 -0.8165 -1.6058 -0.110 0.120 -0.372
H 0.0052 -0.1464 -1.6616 0.111 0.175 -0.075
H 0.2656 -1.8543 -1.9354 0.263 0.045 -0.217
H 1.2706 -2.1428 0.2480 -0.150 -0.041 0.517
H -1.0445 -1.6380 1.3625 -0.146 -0.919 0.760
H -1.4510 -1.1510 -0.0354 -0.298 -0.296 -0.519
H -0.9042 -2.8400 0.1231 -0.513 0.140 0.223
H 0.1771 -0.2484 1.9006 0.018 0.110 0.030
H 1.8159 -0.2987 1.5359 0.323 0.277 -0.392
H 0.8236 1.9945 1.2994 0.058 0.008 0.078
H 1.3532 1.4864 -0.2992 -0.097 0.064 -0.011
H -1.9495 2.8310 -0.9137 -0.113 -0.241 0.356
H -0.3980 3.3553 -0.4680 -0.042 -0.327 0.133